(1)
C32H83N13O11 | the ωB97M-V functional and the def2-TZVPD basis

Net charge ... 0
F_max ... 3.45 eV/Å
Structure (SMILES) ... CC1(C)CCCC(C)(C)N1O.CC1(C)CCCC(C)(C)N1O.CC1(C)CCCC(C)(C)N1O.NC(N)=O.NC(N)=O.NC(N)=O.NC(N)=O.NC(N)=O.O.O.O
HOMO-LUMO gap ... 8.3 eV
HOMO level ... -8.09 eV
Relative energy (zero: lowest compared OMol25 entry of this formula, charge and spin) ... 0.0 kcal/mol

Each line ends with the Löwdin charge.
Geometry (Å):
O (0.96581, -3.90218, -0.37977)  -0.03
O (5.66377, 0.72263, -3.79578)  -0.06
O (-3.10055, 3.40443, 0.90161)  -0.07
O (-2.04934, -1.11022, 1.79170)  -0.01
O (0.44214, -2.10458, -4.16224)  -0.07
O (-1.52751, -4.46224, 2.51090)  0.03
O (-0.12893, -7.49585, -1.24074)  0.04
O (-1.87478, 1.56710, 2.69055)  -0.06
O (0.52694, -0.85673, 2.81585)  -0.05
O (-4.28480, -1.63990, -2.68889)  0.01
O (0.04961, -1.37020, -1.17796)  -0.03
N (5.01022, 1.75454, -3.13270)  -0.10
N (-2.61538, -2.75732, 0.36251)  0.20
N (-2.57040, -1.89444, -4.07765)  0.17
N (-3.58613, 2.54183, -0.16753)  -0.10
N (0.44734, 0.28369, 3.67135)  -0.10
N (-4.35482, -0.88054, -4.84955)  0.16
N (-3.07283, -0.55937, -0.09894)  0.21
N (-0.70464, -5.42695, -2.06100)  0.16
N (3.08503, -3.23272, -0.19501)  0.19
N (-2.60126, -6.41840, 2.09878)  0.12
N (-1.52107, -7.33643, -2.97309)  0.15
N (-0.41699, -5.98381, 1.34285)  0.19
N (1.82041, -3.04707, 1.55193)  0.21
C (5.26511, 3.53100, -1.54649)  -0.13
C (-3.75198, -1.40654, -3.76089)  -0.73
C (3.83485, 1.17570, -2.45111)  -0.55
C (6.03800, 2.46562, -2.34197)  -0.47
C (2.92270, 0.53460, 3.26618)  -0.03
C (0.24515, 1.06399, 5.99925)  -0.13
C (1.18412, -1.30744, 5.52281)  -0.04
C (-5.57705, 1.82054, -1.40340)  -0.11
C (-5.42035, 1.70357, 1.11627)  -0.03
C (2.86087, 0.73511, -3.53389)  -0.03
C (-3.38748, 2.08563, -2.55121)  -0.13
C (-2.61764, -1.44729, 0.74837)  -0.66
C (-1.20814, -0.69227, 5.16101)  -0.03
C (-1.50804, -5.51378, 1.95700)  -0.71
C (-1.35207, 2.47057, -1.05898)  -0.01
C (7.07085, 3.13450, -3.30770)  -0.04
C (1.26303, 1.79949, 1.95315)  -0.03
C (-5.65108, 3.89615, 0.00585)  -0.03
C (1.42163, 2.05440, 5.79223)  -0.19
C (1.51267, 2.43417, 4.38007)  -0.14
C (1.55533, 1.22455, 3.36393)  -0.45
C (-4.85373, 2.29116, -2.68448)  -0.19
C (-2.96794, 4.42210, -1.57866)  -0.01
C (6.95996, 1.56951, -1.42089)  -0.03
C (4.08486, 2.98882, -0.71164)  -0.19
C (-5.04330, 2.50992, -0.12565)  -0.52
C (0.27879, -0.16446, 5.10548)  -0.47
C (4.21098, -0.00784, -1.59338)  -0.03
C (3.17380, 2.22341, -1.60272)  -0.16
C (-2.80613, 2.88535, -1.34584)  -0.48
C (-0.71033, -6.81185, -2.03857)  -0.70
C (1.88577, -3.42355, 0.28299)  -0.70
H (2.87174, -0.22171, 2.50341)  0.06
H (6.60026, 1.26100, -0.41108)  0.08
H (2.63608, 2.82449, -2.36488)  0.13
H (-3.17752, 1.02911, -2.38993)  0.10
H (3.59744, 3.78069, -0.13234)  0.12
H (-0.73838, -1.08071, -0.77834)  -0.03
H (-5.26019, 1.67124, -3.51713)  0.11
H (-1.25533, 1.40090, -0.93212)  0.06
H (0.96027, -1.64426, 6.54163)  0.08
H (2.36128, 1.52690, 6.07533)  0.12
H (-0.39218, -0.98907, 2.51362)  0.06
H (7.79729, 3.62836, -2.65483)  0.08
H (-5.13970, 0.66598, 1.06898)  0.06
H (5.99355, 4.09490, -0.95365)  0.12
H (6.63160, 3.92779, -3.92588)  0.08
H (2.10341, 2.44489, 1.64984)  0.09
H (5.46295, 0.84614, -4.75569)  0.13
H (1.05573, -2.23911, 4.94369)  0.08
H (-0.69488, 2.84264, -1.87086)  0.09
H (0.64422, 3.02386, 4.08390)  0.12
H (-3.19714, 0.36929, 0.29867)  0.08
H (4.77951, 4.27953, -2.19947)  0.12
H (0.02335, -2.33155, -1.04409)  0.01
H (7.88502, 2.09395, -1.20954)  0.06
H (-5.69509, 4.45293, -0.94195)  0.07
H (-1.50371, -0.89623, 6.17813)  0.08
H (-5.06303, 4.56359, 0.63542)  0.09
H (-0.55185, -6.75983, 0.68215)  0.08
H (2.27299, -1.06663, 5.59281)  0.08
H (4.57175, 2.35524, 0.03568)  0.09
H (-1.30933, -1.57460, 4.53178)  0.07
H (-2.25771, -3.32826, 1.10577)  0.05
H (-5.39688, 0.76523, -1.33228)  0.09
H (-3.29515, -3.15865, -0.25531)  0.10
H (-2.14313, 0.68853, 2.41262)  0.00
H (-5.29829, -0.52560, -4.72022)  0.11
H (3.68351, 1.19940, 2.88354)  0.08
H (0.73700, -1.43494, -4.77891)  0.03
H (-2.87522, -6.25228, 3.10524)  0.12
H (4.98727, -0.55593, -2.13597)  0.09
H (3.71191, -2.54707, 0.23179)  0.12
H (-2.45565, 2.83045, 1.39605)  0.07
H (1.05256, 0.98157, 1.28618)  0.07
H (-2.19895, -2.49257, -3.36249)  0.10
H (-3.74129, -0.53340, -5.57989)  0.11
H (-1.96197, -0.01185, 4.70715)  0.09
H (-5.15347, 3.30407, -2.89153)  0.09
H (-2.17539, -1.85352, -5.00208)  0.11
H (-5.06521, 2.18328, 2.03723)  0.10
H (3.20626, -3.57707, -1.13732)  0.13
H (0.32759, 2.35972, 1.93893)  0.06
H (2.63740, 1.60006, -4.18800)  0.10
H (1.96961, 0.35576, -3.06310)  0.07
H (-6.67412, 3.77919, 0.29769)  0.08
H (7.47406, 2.48682, -4.06102)  0.07
H (-2.72078, 4.96275, -0.69347)  0.07
H (3.30212, 0.04148, 4.15530)  0.06
H (-3.50843, -0.83928, -0.98888)  0.08
H (-0.91085, 2.97695, -0.21341)  0.07
H (-2.17933, -7.33345, 2.09646)  0.07
H (0.22767, -1.62256, -3.35586)  -0.01
H (7.27519, 0.69328, -1.98867)  0.08
H (-2.20237, 4.73472, -2.25237)  0.07
H (0.99955, -3.07297, 2.10071)  0.09
H (0.18069, 0.80376, 7.06370)  0.13
H (1.18228, 2.86619, 6.46365)  0.11
H (0.04985, -5.12117, -1.43830)  0.05
H (-2.90879, 2.45948, -3.45348)  0.12
H (4.57429, 0.28887, -0.60292)  0.07
H (3.35186, -0.05067, -4.14517)  0.09
H (-1.76880, -8.30470, -2.81144)  0.11
H (-0.63946, 1.63214, 5.74772)  0.11
H (2.38541, 1.71285, -1.00024)  0.13
H (2.31595, 3.14394, 4.25412)  0.12
H (2.62407, -2.68531, 2.01569)  0.10
H (-6.67984, 1.98560, -1.40268)  0.14
H (-0.68719, -4.93960, -2.92050)  0.08
H (-1.05390, 1.35942, 3.14934)  -0.01
H (3.33365, -0.65146, -1.44246)  0.08
H (0.27026, -5.25173, 1.10881)  0.08
H (-3.96423, 4.60910, -1.94682)  0.06
H (-2.23658, -6.67862, -3.24689)  0.10
H (-6.49218, 1.69819, 1.26644)  0.08


(2)
C32H83NO10 | the ωB97M-V functional and the def2-TZVPD basis

Net charge ... 0
F_max ... 3.39 eV/Å
Structure (SMILES) ... CC1(C)CCCC(C)(C)N1O.CC(C)O.CC(C)O.CC(C)O.CC(C)O.CC(C)O.CCO.CCO.CCO.CCO
HOMO-LUMO gap ... 9.2 eV
HOMO level ... -8.58 eV

Each line ends with the Löwdin charge.
Geometry (Å):
O (1.11447, 4.30001, 2.87096)  -0.10
O (-3.67407, 3.00991, 1.13253)  -0.11
O (-0.11009, 0.96154, -0.04313)  -0.14
O (2.00360, 2.05352, 1.23636)  -0.07
O (-4.31646, 0.13718, -0.57381)  -0.08
O (2.14962, -2.40030, 2.79419)  -0.08
O (-5.53984, -0.87662, 1.76964)  -0.09
O (-0.27192, 3.76499, -0.65566)  -0.05
O (1.70297, -5.84129, -2.82916)  -0.03
O (-1.18956, -0.45679, -2.17953)  -0.10
N (2.53710, -5.03796, -1.92885)  -0.07
C (2.72605, -2.85827, -0.97337)  -0.12
C (1.88769, -3.06063, -3.41253)  -0.01
C (-4.33202, -0.83479, -1.58831)  -0.49
C (3.93639, -5.31305, -2.10330)  -0.58
C (0.26003, 4.25192, -2.98519)  -0.05
C (2.58515, -0.84865, 4.55009)  -0.06
C (4.24822, -3.04083, -1.11854)  -0.19
C (-5.74114, -0.81685, -2.26338)  -0.04
C (-4.58187, 0.37833, 3.56824)  -0.06
C (-5.88524, -0.06115, 2.94404)  -0.44
C (-3.79014, -2.13621, -1.02542)  -0.04
C (-6.80203, 1.10020, 2.47744)  -0.04
C (-1.23952, 4.58298, 3.70612)  -0.06
C (3.33393, 2.08871, 0.67269)  -0.45
C (-1.11222, 0.45905, 0.88991)  -0.28
C (-4.78745, 4.73611, -0.29012)  -0.07
C (1.63302, 5.04834, -0.94813)  -0.05
C (-1.07181, 0.62733, -3.01462)  -0.39
C (0.54233, -3.86342, -1.42288)  -0.03
C (-3.61667, 4.39426, 0.69668)  -0.27
C (4.35274, -1.49110, 2.85906)  -0.05
C (4.07332, -6.75845, -1.84166)  -0.06
C (3.61081, 0.76506, 0.00613)  -0.04
C (4.54272, -5.03536, -3.49719)  -0.01
C (0.23479, 4.43482, 4.01106)  -0.27
C (4.67895, -4.51848, -1.04482)  -0.12
C (1.94615, -3.73077, -2.01468)  -0.51
C (4.39032, 2.46684, 1.74106)  -0.02
C (2.91161, -1.17916, 3.11695)  -0.49
C (-1.25504, 0.22926, -4.43851)  -0.07
C (0.77547, 3.92301, -1.56395)  -0.49
C (-0.64301, -0.80824, 1.47331)  -0.07
H (-4.59136, 4.25075, -1.22918)  0.06
H (2.42485, 5.42652, -1.53248)  0.05
H (4.86255, -4.02853, -3.54405)  0.05
H (-7.04934, 1.78136, 3.33247)  0.09
H (-6.31575, 1.65087, 1.66384)  0.07
H (-0.00252, -2.90641, -1.50654)  0.07
H (-0.60505, -0.48140, -4.83920)  0.05
H (0.29240, -0.74595, 2.03554)  0.06
H (-2.79374, -1.98373, -0.68203)  0.04
H (-3.57291, -0.52852, -2.38346)  0.12
H (-4.94076, -0.04334, 0.14491)  0.05
H (3.00026, 0.80498, -0.88043)  0.07
H (-4.36553, -2.37172, -0.13738)  0.06
H (-0.07301, 5.33517, -3.03628)  0.09
H (5.13072, -7.00327, -1.78326)  0.09
H (4.25155, 3.51200, 1.84750)  0.06
H (-1.52857, 3.83078, 3.00044)  0.06
H (4.53667, -2.00821, 1.94873)  0.05
H (5.39682, 2.34376, 1.33167)  0.08
H (-2.04035, 0.34102, 0.35190)  0.09
H (-1.09747, 1.22486, -4.95420)  0.10
H (-3.74291, 4.92692, 1.64092)  0.10
H (1.33521, -6.50877, -2.24844)  0.10
H (3.36940, 2.85575, -0.14776)  0.13
H (1.19746, -2.17323, -3.39927)  0.09
H (1.31059, 2.96589, -1.61923)  0.12
H (-1.26552, 1.21738, 1.68588)  0.12
H (-0.50759, 2.86737, -0.50421)  0.04
H (-3.80448, -2.94940, -1.81643)  0.11
H (1.43369, -3.79477, -4.07417)  0.08
H (4.35145, -4.93344, -0.04098)  0.15
H (-0.51521, -0.38031, -1.43711)  0.08
H (2.76229, -2.75200, -3.94373)  0.06
H (2.53472, -1.80164, -1.17218)  0.11
H (4.56009, -2.51249, -2.05954)  0.11
H (3.82151, -5.27902, -4.25026)  0.07
H (5.77292, -4.45740, -1.18032)  0.13
H (-2.30821, -0.03242, -4.46366)  0.07
H (3.67869, -7.43680, -2.62584)  0.10
H (-6.52816, -0.97767, -1.51684)  0.07
H (-0.53466, 3.54508, -3.22895)  0.06
H (4.35477, 1.83490, 2.60604)  0.06
H (-1.75874, 4.41749, 4.61299)  0.07
H (-1.52434, 5.54248, 3.30513)  0.08
H (-5.80425, -1.55896, -3.02934)  0.05
H (-3.69498, 2.45288, 0.35262)  0.05
H (3.53254, -7.03672, -0.95391)  0.09
H (2.41740, -3.11311, 0.05354)  0.10
H (4.60604, 0.60856, -0.36759)  0.09
H (1.50383, -0.57692, 4.65064)  0.09
H (-4.03591, 0.86722, 2.71775)  0.08
H (0.49697, 3.57089, 4.63404)  0.12
H (0.62038, 1.33249, 0.50203)  0.05
H (-7.75257, 0.82668, 2.10025)  0.05
H (4.84235, -2.01859, 3.64649)  0.07
H (-1.94013, 1.33673, -2.75108)  0.14
H (-0.09551, -4.64241, -1.88723)  0.09
H (1.06168, 4.19337, -3.74939)  0.08
H (-1.45696, -1.13579, 2.17835)  0.10
H (1.77583, 2.85418, 1.71961)  0.06
H (3.26378, 0.01165, 0.69979)  0.06
H (0.53866, 5.26306, 4.56635)  0.08
H (5.40992, -5.73231, -3.67721)  0.10
H (0.68471, -4.18957, -0.37052)  0.09
H (-4.08149, -0.47639, 4.03286)  0.08
H (0.82878, 4.94015, 2.20735)  0.08
H (3.23116, -0.02299, 4.85531)  0.07
H (-6.23876, -1.51986, 1.58779)  0.10
H (-6.01309, 0.18349, -2.71557)  0.09
H (-5.73485, 4.35666, 0.14956)  0.08
H (-0.14130, 1.10234, -2.91841)  0.08
H (1.06843, 6.01389, -0.74175)  0.10
H (-2.69597, 4.57783, 0.23279)  0.07
H (-4.86954, 5.80618, -0.53277)  0.07
H (4.75972, -2.35371, -0.42168)  0.09
H (2.93440, -1.65475, 5.25266)  0.10
H (2.55900, -0.35827, 2.53591)  0.09
H (-0.45266, -1.56739, 0.67866)  0.08
H (-4.68987, 1.12127, 4.39046)  0.09
H (2.05725, 4.72122, 0.01466)  0.05
H (4.89201, -0.49583, 2.73669)  0.09
H (1.80925, -2.29810, 1.87770)  0.06
H (-6.32608, -0.71891, 3.71228)  0.13